C31H22MoN3O11P2S3 | ωB97M-V with the def2-TZVPD basis set

Each line ends with the Mulliken charge.
Positions of all 73 atoms, in Å:
1 Mo -0.5556 0.0929 -2.1294  -1.646
2 S -2.2861 -2.8367 -0.1875  0.098
3 P -1.4267 -1.1500 0.7792  1.116
4 C -0.2078 -0.4915 -0.2573  1.535
5 P 1.2567 -1.4173 -0.5687  2.255
6 S 1.0917 -1.5311 -2.6226  -0.377
7 C 1.4519 -3.0468 0.1531  0.946
8 C 2.1974 -3.2032 1.3214  -0.612
9 C 2.2822 -4.4531 1.9121  -0.744
10 C 1.6312 -5.5379 1.3409  -0.542
11 C 0.9013 -5.3847 0.1701  -0.852
12 C 0.8115 -4.1397 -0.4315  -0.536
13 C 2.6900 -0.4272 -0.1598  0.389
14 C 3.9534 -0.8935 -0.5223  -0.411
15 C 5.0652 -0.1045 -0.2889  -0.806
16 C 4.9182 1.1437 0.3038  -0.543
17 C 3.6623 1.6051 0.6687  -0.992
18 C 2.5422 0.8226 0.4336  0.025
19 C -0.6558 -1.8276 2.2553  0.524
20 C 0.2876 -1.0133 2.8853  -0.318
21 C 0.8866 -1.4330 4.0593  -0.731
22 C 0.5545 -2.6687 4.6001  -0.556
23 C -0.3816 -3.4770 3.9745  -0.742
24 C -0.9997 -3.0577 2.8056  -0.596
25 C -2.7206 -0.0122 1.2232  1.080
26 C -2.4032 1.3400 1.3382  -0.350
27 C -3.3539 2.2224 1.8201  -0.733
28 C -4.6089 1.7564 2.1849  -0.605
29 C -4.9166 0.4062 2.0872  -0.789
30 C -3.9726 -0.4876 1.6141  -0.539
31 H 2.7068 -2.3573 1.7618  0.479
32 H 2.8614 -4.5811 2.8156  0.465
33 H 1.7045 -6.5124 1.8031  0.450
34 H 0.4136 -6.2361 -0.2823  0.471
35 H 0.2641 -4.0193 -1.3561  0.412
36 H 4.0640 -1.8636 -0.9921  0.463
37 H 6.0449 -0.4568 -0.5769  0.446
38 H 5.7874 1.7631 0.4738  0.422
39 H 3.5548 2.5795 1.1252  0.487
40 H 1.5525 1.1850 0.6855  0.208
41 H 0.5508 -0.0541 2.4572  0.365
42 H 1.6098 -0.7987 4.5520  0.485
43 H 1.0233 -2.9980 5.5167  0.442
44 H -0.6412 -4.4362 4.3988  0.484
45 H -1.7471 -3.6846 2.3391  0.487
46 H -1.4244 1.6972 1.0453  0.174
47 H -3.1167 3.2730 1.9081  0.483
48 H -5.3522 2.4499 2.5523  0.429
49 H -5.8942 0.0494 2.3766  0.451
50 H -4.2145 -1.5387 1.5451  0.411
51 O -2.0256 6.7652 -4.0378  -0.605
52 N -0.8430 6.6165 -3.8239  1.028
53 O 0.0129 7.4685 -3.8984  -0.593
54 C -0.4084 5.2675 -3.4125  -0.467
55 C 0.9305 5.0507 -3.1351  -0.619
56 C 1.3478 3.7782 -2.7841  -0.307
57 C 0.4330 2.7332 -2.6909  0.658
58 O 0.7273 1.4755 -2.3960  -0.555
59 C -0.9069 3.0323 -2.9154  0.479
60 C -1.3636 4.2673 -3.3043  -0.606
61 N -1.8200 1.9200 -2.6523  0.438
62 O -2.7288 1.7178 -3.4243  -0.586
63 O -1.8108 1.5388 -1.3823  -0.156
64 N 2.7759 3.5530 -2.5060  1.038
65 O 3.2193 2.4495 -2.7339  -0.532
66 O 3.4011 4.5031 -2.0908  -0.599
67 H 1.6438 5.8609 -3.2024  0.629
68 H -2.4079 4.4582 -3.5100  0.616
69 O -3.6055 -2.1533 -0.9087  -0.245
70 S -3.6066 -1.2870 -2.3116  1.198
71 O -4.3134 -0.1156 -1.9620  -0.485
72 O -2.0878 -1.0000 -2.4778  -0.603
73 O -4.0060 -2.1557 -3.3510  -0.589

Values from the calculation:
Frontier orbital gap (alpha / beta) in eV: 6.948 / 7.075
E in a.u.: -4131.40828
Highest occupied orbital energy (alpha / beta) in hartree: -0.4233 / -0.4346
Maximum force in Eh/bohr: 0.029
Spin multiplicity: 1
Net charge: +1

---

C31H22N5PdSe | ωB97M-V with the def2-TZVPD basis set

Each line ends with the Mulliken charge.
Positions of all 60 atoms, in Å:
1 Pd 0.4289 -0.7395 -1.3797  0.587
2 C 4.8296 -1.1096 -1.9816  -0.691
3 C 3.4721 -1.1327 -2.3310  -0.410
4 N 2.5248 -1.4270 -1.4638  -0.390
5 C 2.8809 -1.7232 -0.1926  0.035
6 C 4.1918 -1.6906 0.2617  1.471
7 C 5.1835 -1.3720 -0.6825  -0.670
8 C 4.4661 -1.9549 1.6546  -1.001
9 C 3.4665 -2.2771 2.4963  -1.005
10 C 2.1043 -2.3788 2.0263  1.559
11 C 1.0346 -2.7560 2.8587  -0.796
12 C -0.2285 -2.8351 2.3404  -0.719
13 C -0.4282 -2.5174 0.9890  -0.428
14 N 0.5512 -2.1482 0.1894  -0.461
15 C 1.8135 -2.0877 0.7012  0.185
16 H 5.5723 -0.8760 -2.7311  0.423
17 H 3.1496 -0.9060 -3.3395  0.458
18 H 6.2222 -1.3399 -0.3745  0.459
19 H 5.4865 -1.8802 2.0095  0.423
20 H 3.6660 -2.4639 3.5445  0.414
21 H 1.2238 -2.9859 3.9009  0.446
22 H -1.0737 -3.1263 2.9476  0.448
23 H -1.4103 -2.5898 0.5369  0.651
24 N -1.4357 -0.6355 -1.5573  -0.913
25 C -2.2483 -0.2321 -0.6699  0.433
26 C -3.7062 -0.4944 -0.9257  0.433
27 C -4.6668 0.4396 -0.5465  -0.180
28 C -6.0111 0.1978 -0.7937  -0.792
29 C -6.4029 -0.9858 -1.4047  -0.414
30 C -5.4489 -1.9229 -1.7795  -0.707
31 C -4.1034 -1.6745 -1.5467  -0.322
32 C -1.8674 0.4361 0.6145  -0.195
33 C -2.5085 0.0773 1.7980  -0.211
34 C -2.1203 0.6408 3.0059  -0.921
35 C -1.1019 1.5856 3.0404  -0.637
36 C -0.4779 1.9671 1.8583  -0.560
37 C -0.8606 1.3896 0.6573  0.317
38 H -4.3633 1.3625 -0.0666  0.441
39 H -6.7525 0.9318 -0.5054  0.404
40 H -7.4525 -1.1768 -1.5903  0.401
41 H -5.7534 -2.8479 -2.2524  0.404
42 H -3.3491 -2.3936 -1.8408  0.407
43 H -3.3132 -0.6488 1.7722  0.550
44 H -2.6215 0.3497 3.9201  0.439
45 H -0.8147 2.0410 3.9792  0.440
46 H 0.2975 2.7235 1.8690  0.445
47 H -0.4167 1.7232 -0.2715  0.520
48 Se -0.3561 1.5884 -3.7094  0.324
49 N 0.8716 1.0400 -2.5357  -0.676
50 C 1.2495 2.1154 -1.8503  0.564
51 C 2.2434 2.1354 -0.8164  -0.079
52 C 2.5362 3.3152 -0.2329  -0.763
53 C 1.8784 4.5502 -0.6013  -0.575
54 C 0.9472 4.5812 -1.5741  -0.773
55 C 0.6143 3.3496 -2.2406  1.329
56 N -0.2706 3.2630 -3.2207  -0.762
57 H 2.7537 1.2225 -0.5322  0.294
58 H 3.2996 3.3463 0.5347  0.446
59 H 2.1530 5.4635 -0.0894  0.414
60 H 0.4518 5.4943 -1.8763  0.487

Values from the calculation:
Frontier orbital gap in eV: 7.109
E in a.u.: -3997.42019
Highest occupied orbital energy in hartree: -0.4021
Maximum force in Eh/bohr: 0.041
Spin multiplicity: 1
Net charge: +1

---

C31H24F5N3O5PtS4SbTe | ωB97M-V with the def2-TZVPD basis set

Each line ends with the Mulliken charge.
Positions of all 75 atoms, in Å:
1 Pt 1.7142 0.5681 -1.1947  1.760
2 C -4.7756 -0.3632 -2.3731  -1.688
3 C -3.8758 0.7302 -1.8611  1.009
4 C -3.3986 0.7130 -0.5525  -0.553
5 C -2.5381 1.6954 -0.0910  -0.612
6 C -2.1607 2.7289 -0.9364  0.181
7 C -2.6548 2.7871 -2.2294  -0.529
8 C -3.4956 1.7817 -2.6884  -0.967
9 S -1.0622 3.9813 -0.3099  1.344
10 O -1.3277 5.1268 -1.2157  -0.834
11 O -1.4478 4.2235 1.0658  -0.777
12 N 0.3826 3.4522 -0.5171  -0.128
13 C 1.1950 3.3445 0.6733  -1.786
14 C 1.1965 1.9769 1.3238  0.874
15 O 1.7389 1.7523 2.4014  -0.657
16 O 0.5997 0.9980 0.6643  -0.721
17 H -5.0799 -1.0329 -1.5686  0.336
18 H -4.2668 -0.9609 -3.1329  0.308
19 H -5.6760 0.0470 -2.8332  0.458
20 H -3.7083 -0.0836 0.1155  0.338
21 H -2.1761 1.6828 0.9286  0.601
22 H -2.3871 3.6099 -2.8801  0.530
23 H -3.8651 1.8264 -3.7071  0.440
24 H 0.9554 4.0690 1.4568  0.533
25 H 2.2459 3.5112 0.4088  0.372
26 S 2.7205 -0.7583 -2.7120  -0.516
27 C 1.9627 -0.3558 -4.1695  0.786
28 S 0.9111 1.1112 -4.1516  0.295
29 C 2.0604 -1.0148 -5.3633  0.509
30 C 1.3616 -0.5868 -6.5361  -0.066
31 N 0.7903 -0.2447 -7.4744  -0.473
32 C 2.8515 -2.2009 -5.4643  -0.248
33 N 3.4950 -3.1515 -5.5347  -0.468
34 F 2.1503 2.0979 -4.0821  -0.202
35 Te 0.0970 5.3251 -3.1868  1.696
36 F 1.1440 6.0555 -4.5829  -0.460
37 F -1.3366 6.4527 -3.5417  -0.397
38 F -0.7677 4.3025 -4.6418  -0.568
39 F 0.7801 6.8257 -2.1940  -0.494
40 O 0.3071 1.0932 -2.8117  -0.539
41 S 3.2293 -0.1955 0.2997  -0.869
42 Sb 1.4402 -0.8704 1.7454  2.361
43 C 0.4135 -2.2133 0.4667  0.520
44 C -0.5541 -1.7402 -0.4182  -0.073
45 C -1.1353 -2.5974 -1.3399  -0.974
46 C -0.7462 -3.9298 -1.3917  -0.667
47 C 0.2157 -4.4043 -0.5132  -0.645
48 C 0.7957 -3.5485 0.4158  -0.878
49 C 2.5705 -2.1766 2.9992  0.113
50 C 1.8801 -3.0201 3.8661  -0.181
51 C 2.5722 -3.9130 4.6719  -0.769
52 C 3.9596 -3.9519 4.6285  -0.429
53 C 4.6524 -3.1021 3.7787  -0.653
54 C 3.9590 -2.2182 2.9617  -0.569
55 C -0.0664 -0.4264 3.1825  0.622
56 C -1.3615 -0.8641 2.9348  -0.225
57 C -2.3717 -0.6078 3.8549  -0.681
58 C -2.0847 0.0751 5.0257  -0.502
59 C -0.7871 0.5015 5.2787  -0.643
60 C 0.2208 0.2558 4.3593  -0.679
61 H -0.8560 -0.6994 -0.4005  0.585
62 H -1.8819 -2.2156 -2.0256  0.528
63 H -1.1878 -4.5959 -2.1222  0.393
64 H 0.5275 -5.4401 -0.5558  0.390
65 H 1.5578 -3.9285 1.0862  0.364
66 H 0.7971 -2.9790 3.9205  0.415
67 H 2.0296 -4.5723 5.3376  0.395
68 H 4.5010 -4.6439 5.2613  0.372
69 H 5.7342 -3.1277 3.7480  0.392
70 H 4.5055 -1.5669 2.2903  0.300
71 H -1.5960 -1.4039 2.0257  0.379
72 H -3.3823 -0.9378 3.6491  0.417
73 H -2.8719 0.2836 5.7389  0.382
74 H -0.5612 1.0415 6.1894  0.406
75 H 1.2235 0.6164 4.5499  0.413

Values from the calculation:
Frontier orbital gap in eV: 6.877
E in a.u.: -4455.94376
Highest occupied orbital energy in hartree: -0.2211
Maximum force in Eh/bohr: 0.014
Spin multiplicity: 1
Net charge: -1

---

Look up the net charge of the first one. +1